Entry 1:
Entry from the Open Molecules 2025 dataset: an isolated molecule of C10H23OP (ωB97M-V/def2-TZVPD).

Positions of all 35 atoms, in Å:
C -0.877 -0.901 3.751
C -1.164 -1.057 2.252
C -2.137 0.032 1.739
C -1.868 -2.350 1.834
C 0.170 -0.857 1.520
P -0.039 -1.031 -0.453
C 1.320 -0.294 -1.716
O 2.574 -0.323 -1.020
C 0.956 1.235 -2.162
C 2.108 1.796 -2.991
C 0.902 2.001 -0.891
C -0.367 1.219 -2.955
H -0.154 -1.588 4.161
H -1.919 -0.934 4.267
H -0.239 0.160 3.884
H -1.591 0.996 1.768
H -2.475 -0.160 0.703
H -2.996 -0.032 2.386
H -1.175 -3.322 1.801
H -2.752 -2.531 2.402
H -2.122 -2.244 0.796
H 0.806 -1.724 1.849
H 0.605 0.177 1.724
H 0.676 -2.184 -0.623
H 1.229 -0.939 -2.612
H 2.840 -1.276 -0.868
H 3.006 1.536 -2.506
H 2.056 1.335 -3.971
H 1.975 2.868 -3.125
H 1.989 2.213 -0.630
H 0.477 1.553 0.033
H 0.436 2.929 -1.135
H -0.830 2.309 -2.941
H -0.424 0.851 -4.029
H -0.994 0.537 -2.243

The SMILES is CC(C)(C)CP[C@H](O)C(C)(C)C. The HOMO-LUMO gap is 8.9 eV.

=====

Entry 2:
Entry from the Open Molecules 2025 dataset: a structure of composition C10H24AgClN2O4 (ωB97M-V/def2-TZVPD).

Positions of all 42 atoms, in Å:
Ag 2.102 -2.890 -3.214
Cl -2.098 -2.793 -1.007
C 2.910 -1.724 7.419
O 3.383 -1.220 6.206
C 2.534 -1.616 5.133
C 3.083 -1.077 3.842
O 4.214 -1.924 3.385
C 5.366 -1.435 3.930
H 3.584 -1.430 8.223
H 2.689 -2.791 7.462
H 2.047 -1.215 7.850
H 1.577 -1.104 5.227
H 2.476 -2.691 4.957
H 3.301 -0.021 3.999
H 2.301 -1.122 3.084
H 6.275 -2.003 3.733
H 5.230 -1.280 5.000
H 5.572 -0.485 3.435
C -5.661 0.526 -5.136
C -6.456 -0.560 -5.763
O -7.000 -0.427 -6.825
N -6.508 -1.714 -5.026
C -7.031 -2.992 -5.511
H -5.025 0.227 -4.302
H -6.326 1.356 -4.895
H -5.119 1.016 -5.945
H -5.974 -1.736 -4.168
H -7.026 -2.919 -6.598
H -8.062 -3.085 -5.169
H -6.366 -3.836 -5.323
C 3.067 4.296 -1.413
C 2.296 3.017 -1.708
O 2.828 2.135 -2.321
N 1.038 2.804 -1.351
C 0.225 3.617 -0.489
H 2.516 5.191 -1.126
H 3.551 4.508 -2.367
H 3.847 4.032 -0.699
H 0.583 1.959 -1.665
H -0.820 3.499 -0.777
H 0.494 4.667 -0.608
H 0.381 3.238 0.521

The HOMO-LUMO gap is 3.6 eV.

=====

Entry 3:
Entry from the Open Molecules 2025 dataset: a cluster of 6 separate species, C10H24ClF6NO12S2 in total (ωB97M-V/def2-TZVPD).

Positions of all 56 atoms, in Å:
Cl -1.356 0.524 0.555
O -0.890 0.429 -0.785
O -0.642 1.638 1.055
O -2.735 0.710 0.633
O -0.913 -0.634 1.262
C -2.027 -5.168 -1.174
F -2.348 -4.641 -0.004
F -3.078 -5.768 -1.706
F -1.538 -4.273 -2.057
S -0.670 -6.610 -0.786
O -1.262 -7.889 -0.391
O 0.249 -6.452 -1.945
N 0.682 -5.992 0.202
S 0.054 -6.376 1.684
O 0.770 -5.457 2.529
O -1.409 -6.468 1.931
C 0.844 -8.032 2.151
F 2.147 -7.997 1.723
F 0.819 -8.170 3.502
F 0.261 -8.980 1.480
C 3.982 -0.709 2.686
C 4.163 -1.025 1.163
O 3.466 -2.159 0.768
H 4.687 -1.228 3.335
H 3.077 -1.084 3.165
H 4.164 0.322 2.988
H 5.226 -1.174 0.971
H 3.867 -0.172 0.553
H 2.655 -1.892 1.206
C 1.935 -0.211 -5.348
C 1.395 -1.598 -4.999
O 1.703 -2.094 -3.664
H 2.975 -0.036 -5.623
H 1.783 0.586 -4.621
H 1.530 0.234 -6.257
H 1.739 -2.300 -5.758
H 0.317 -1.496 -5.129
H 1.148 -1.501 -3.152
C -6.313 6.526 -1.242
C -5.795 5.358 -0.365
O -4.478 5.632 0.115
H -5.741 6.614 -2.165
H -6.231 7.439 -0.653
H -7.378 6.436 -1.456
H -5.936 4.406 -0.876
H -6.407 5.324 0.536
H -4.331 4.978 0.802
C 2.136 6.479 3.371
C 1.573 6.544 1.939
O 1.824 7.805 1.279
H 1.724 7.312 3.941
H 3.221 6.426 3.460
H 1.861 5.585 3.931
H 0.515 6.329 2.091
H 1.798 5.674 1.323
H 1.190 8.275 1.825

The net charge is -2. The HOMO-LUMO gap is 7.4 eV.